Record 1
ORCA calculation (wB97M-V/def2-TZVPD) on a structure of composition C25H35BrN6O8Zr in a non-equilibrium geometry.

The geometry in XYZ format:
```
76
Properties=species:S:1:pos:R:3:forces:R:3
Zr -0.317631 0.414465 -0.429156 0.80 -0.05 -0.23
O 2.270843 0.989249 -3.626104 -0.83 0.39 0.71
C 1.413024 1.177690 -2.798540 0.60 0.21 -0.71
O 0.996742 0.257037 -1.927905 0.12 0.46 -0.10
C 0.634526 2.492108 -2.625017 0.29 -0.98 0.05
C 0.746931 3.622907 -3.406790 0.31 -0.52 0.01
C -0.134787 4.676469 -3.146199 1.03 -0.17 -0.88
C -1.062506 4.581029 -2.149023 -0.90 -1.24 1.26
C -1.115011 3.378843 -1.396021 0.35 0.80 -0.45
N -0.261467 2.371378 -1.631477 -0.24 0.75 -0.20
C -2.094146 3.069079 -0.283884 -0.85 0.29 0.44
O -2.980886 3.827820 0.075801 1.19 -0.87 -0.58
O -1.873131 1.864553 0.206152 0.29 0.08 -0.24
H 1.509125 3.626047 -4.200240 -0.51 0.15 0.41
H -0.047770 5.539546 -3.783635 -0.21 0.34 0.06
H -1.792465 5.356285 -1.944780 0.12 -0.06 0.05
C -5.515883 0.321590 -0.510944 -0.53 0.24 1.18
N -4.270066 0.157986 -1.222023 1.63 -0.74 -0.32
C -4.310410 0.481040 -2.657234 0.55 0.04 -0.22
C -3.124017 -0.218673 -0.674415 -0.83 0.24 -0.40
O -2.041845 -0.374509 -1.348919 -0.56 0.32 0.36
C -3.055520 -0.426251 0.818620 -0.59 -0.23 0.81
O -1.666925 -0.493019 1.203810 -0.43 -0.10 0.17
C -1.373939 -0.108454 2.563404 -0.17 -0.12 0.13
C -0.343890 1.009467 2.487080 0.48 0.62 1.36
O 0.339952 1.163336 1.431529 -0.58 -0.06 0.36
N -0.106471 1.752774 3.563673 0.43 0.17 -0.71
C 0.922040 2.814219 3.480385 -0.28 0.18 -0.20
C -0.782769 1.680009 4.854964 -0.97 -0.59 -0.38
H -6.321637 0.058596 -1.188130 -0.07 -0.05 0.05
H -5.596140 -0.347803 0.372891 0.15 0.55 -0.57
H -5.634334 1.386782 -0.219942 0.00 -0.62 -0.01
H -5.330886 0.734730 -2.937060 0.15 -0.14 0.03
H -3.665957 1.338413 -2.856715 -0.06 0.05 0.05
H -3.925340 -0.351085 -3.251742 -0.22 0.03 0.11
H -3.527074 0.443230 1.303286 0.18 -0.33 -0.14
H -3.568349 -1.356924 1.138607 0.29 0.39 -0.27
H -2.271435 0.231560 3.137969 0.58 -0.42 -0.74
H -0.927691 -1.002259 3.051315 -0.25 0.61 -0.09
H 1.350693 2.729422 2.481340 0.12 0.43 0.34
H 0.435768 3.799338 3.640638 0.30 -0.58 -0.20
H 1.697378 2.677497 4.247597 -0.34 -0.14 -0.22
H -1.213694 0.685866 5.006436 0.06 0.22 0.07
H -0.053115 1.845306 5.619431 0.41 0.07 0.46
H -1.575611 2.437406 4.952920 0.29 -0.18 -0.20
Br -1.034445 -4.185772 -0.038479 0.39 0.40 -0.83
C -0.340578 -3.797096 -1.819315 0.36 -0.29 -1.33
C -0.279467 -4.857741 -2.766160 -0.10 0.56 1.18
C 0.163319 -4.581104 -4.041686 0.11 -0.57 -0.30
C 0.513099 -3.290528 -4.382362 0.21 0.89 -0.41
C 0.421692 -2.317976 -3.409093 0.13 0.12 0.96
N 0.041177 -2.565525 -2.122567 -0.57 -0.15 -0.11
H -0.532391 -5.865586 -2.480006 -0.13 -0.04 0.08
H 0.259660 -5.385341 -4.773487 -0.12 0.19 0.26
H 0.874363 -2.990220 -5.379845 -0.29 -0.41 0.59
H 0.714523 -1.286083 -3.617804 -0.10 -0.44 0.09
C 4.061723 -3.142316 1.799725 0.79 0.33 0.20
N 2.823985 -2.395965 1.831096 -0.77 1.53 -1.22
C 1.707774 -3.106836 2.421336 -0.93 0.99 0.42
C 2.656034 -1.239456 1.061690 0.36 -0.71 0.85
O 1.546791 -0.929286 0.546966 -0.03 -0.09 -0.12
N 3.796500 -0.452802 0.951525 -1.05 -0.76 -0.18
C 3.979543 0.339783 -0.253975 0.49 0.56 -0.11
C 4.539049 -0.109407 2.164816 0.06 -0.13 0.64
H 3.832003 -4.206788 1.703838 0.05 0.15 -0.27
H 4.607043 -3.033239 2.750110 0.06 0.03 -0.33
H 4.667154 -2.775312 0.951004 -0.13 -0.42 0.56
H 1.832982 -3.123666 3.530482 -0.11 -0.20 -0.73
H 1.631403 -4.121253 2.028665 -0.01 0.04 0.06
H 0.764068 -2.560226 2.174313 0.74 -0.54 0.19
H 3.597506 1.359658 -0.103979 0.04 -0.04 -0.15
H 3.465691 -0.116358 -1.097419 -0.09 -0.04 0.12
H 5.054315 0.425232 -0.543256 -0.72 -0.20 0.48
H 3.883775 -0.226032 3.068669 0.65 -0.04 -0.82
H 4.868213 0.940648 2.138470 -0.25 -0.28 -0.23
H 5.449236 -0.717537 2.284812 -0.32 0.12 0.05
```
Forces are in eV/Å.

Results
**Net charge**: +2
**LUMO level**: -6.010 eV
**Strongest force on any atom**: 2.101 eV Å⁻¹
**HOMO-LUMO gap**: 0.2853 Eh
**Multiplicity**: 1
**M**: 718.72 g mol⁻¹



Record 2
ORCA calculation (wB97M-V/def2-TZVPD) on a structure of composition C25H35BrN8O5Pb in a non-equilibrium geometry.

The geometry in XYZ format:
```
75
Properties=species:S:1:pos:R:3:forces:R:3
Pb -0.040257 -0.043957 -0.040320 0.46 1.06 -1.54
O 3.146233 -3.040890 -2.261187 0.18 0.07 -0.03
C 2.605037 -1.971477 -1.686894 -0.23 1.61 0.59
O 1.480851 -1.904570 -1.252795 -0.95 -2.69 -0.82
C 3.324496 -0.659074 -1.489315 -0.33 -1.38 -0.09
C 4.605353 -0.462585 -1.892849 0.59 0.27 -0.23
C 5.277837 0.809146 -1.698120 -0.01 -0.62 -0.13
C 4.597563 1.807656 -1.110872 -0.08 -0.66 -0.62
C 3.256442 1.543630 -0.703138 -1.00 2.13 0.03
N 2.414190 0.129825 -0.875102 4.57 0.52 0.13
C 2.346534 2.921105 0.200822 3.20 0.73 1.02
O 2.843345 4.302828 0.552453 -0.46 -0.24 0.54
O 0.778312 2.367203 0.650349 -1.33 0.54 5.82
H 2.458172 -3.723349 -2.247354 0.03 -0.05 -0.01
H 5.114373 -1.290241 -2.365982 0.01 0.02 0.01
H 6.301260 0.949468 -2.020751 0.02 -0.10 0.05
H 5.060875 2.772759 -0.946174 -0.21 0.07 0.17
H 3.748466 4.462906 0.255305 0.04 -0.21 -0.04
C 3.642671 -3.243182 4.143303 -0.09 0.04 0.03
C 2.240592 -2.885505 3.726552 0.18 0.02 -0.02
C 1.134014 -3.328997 4.417215 -0.31 -0.23 -0.07
C -0.162809 -2.973871 4.011313 0.47 -0.20 -0.20
C -0.282668 -2.174188 2.902475 3.33 1.08 -0.94
Br -2.260042 -1.199336 1.696654 -3.03 -8.44 0.68
N 0.831935 -1.704111 2.175883 0.94 -1.98 1.62
C 2.025087 -2.069166 2.601274 -0.04 -0.23 -0.26
H 3.637056 -3.876400 5.030197 -0.01 0.00 0.00
H 4.222315 -2.348262 4.375968 0.04 -0.02 -0.04
H 4.159284 -3.785211 3.349503 0.04 0.04 0.00
H 1.268763 -3.960286 5.289833 0.02 0.00 0.00
H -1.036249 -3.322660 4.548414 0.01 0.10 0.10
H 2.870875 -1.690096 2.027289 0.04 -0.03 0.07
C -0.100475 0.074331 -5.225015 -0.08 -0.09 0.06
N 0.753643 0.723681 -4.255417 0.19 -0.17 -0.03
C 1.781836 1.593289 -4.790161 -0.07 0.40 -0.05
C 2.471317 2.142599 -3.558847 0.04 -0.46 -0.06
N 1.458832 2.043212 -2.533872 -2.49 -0.53 1.20
C 1.686854 2.396050 -1.079141 3.65 0.18 -7.30
C 0.409150 0.987981 -2.958804 -0.03 0.80 0.64
N -0.608808 0.457691 -2.281306 2.16 1.32 -1.32
C -1.655863 -0.493860 -2.710035 -0.77 0.84 0.98
C -2.976929 -0.314275 -1.745762 1.64 0.51 -0.64
N -2.476961 0.027401 -0.436769 -3.95 2.50 2.54
C -3.304381 0.210243 0.671224 1.67 0.35 -2.84
N -2.723290 0.571157 2.165396 1.29 2.16 -1.15
C -1.028119 0.204692 2.575806 -0.27 2.56 0.26
C -3.745187 0.395138 3.197884 -0.99 0.75 -1.74
C -5.011956 0.591803 2.303253 0.31 0.06 -0.09
N -4.652065 0.195946 0.903908 0.05 0.53 0.81
C -5.592040 0.563445 -0.141754 -0.02 0.04 -0.20
H 0.439184 0.001929 -6.167505 0.08 0.04 0.04
H -1.019047 0.640314 -5.406497 0.00 0.00 -0.04
H -0.354088 -0.936883 -4.916737 -0.03 0.00 0.01
H 1.321329 2.398750 -5.376424 0.02 -0.02 -0.06
H 2.469453 1.036753 -5.427239 -0.07 -0.03 -0.05
H 2.787578 3.176540 -3.696630 0.01 0.02 0.09
H 3.338227 1.527615 -3.308507 0.02 0.06 0.04
H 2.602510 3.577765 -0.914000 -0.67 -1.20 -2.04
H 2.214564 1.299987 -0.349956 -2.98 -0.02 0.81
H 0.259822 2.776206 -0.474003 -1.94 -1.82 1.98
H -1.284297 -1.518462 -2.616358 -0.04 -0.02 -0.01
H -2.002454 -0.316321 -3.723182 -0.04 -0.15 -0.02
H -3.554039 -1.251446 -1.739615 0.08 -0.01 -0.17
H -3.580781 0.486979 -2.184600 -0.06 -0.11 -0.07
H -0.372215 0.702752 1.852084 -0.87 1.02 1.23
H -0.756930 -1.171658 2.587585 0.21 -0.71 2.77
H -0.781573 0.585844 3.570768 -0.76 0.09 0.13
H -3.637744 1.167917 3.955760 -0.06 0.10 -0.09
H -3.730023 -0.594429 3.654724 0.15 0.00 0.00
H -5.290113 1.648892 2.297134 -0.10 -0.01 0.06
H -5.847156 -0.006392 2.662869 -0.06 -0.02 -0.14
H -6.582913 0.657802 0.297575 0.03 -0.03 0.07
H -5.647165 -0.209183 -0.906623 0.05 0.01 -0.01
H -5.333168 1.516069 -0.610483 0.01 0.00 0.02
O -0.769040 2.154539 0.107234 -1.41 -0.15 -1.45
```
Forces are in eV/Å.

Results
**Net charge**: 0
**LUMO level (alpha / beta)**: 0.032 / 0.033 eV
**Strongest force on any atom**: 8.990 eV Å⁻¹
**HOMO-LUMO gap (alpha / beta)**: 0.1762 / 0.1768 Eh
**Multiplicity**: 1
**M**: 814.71 g mol⁻¹



Record 3
ORCA calculation (wB97M-V/def2-TZVPD) on a structure of composition C25H35ClN4O3PdSe.

The geometry in XYZ format:
```
70
Properties=species:S:1:pos:R:3:forces:R:3
Pd -0.053913 0.131772 -0.085989 0.37 0.18 0.39
C -2.370179 -3.485105 -4.304332 0.00 -0.01 0.00
C -3.084852 -2.155225 -4.531891 0.00 0.00 0.00
C -2.176288 -1.011994 -4.987132 0.01 0.02 0.01
C -1.342673 -0.355337 -3.892384 0.01 0.02 -0.03
N -0.321916 -1.225182 -3.327187 -0.04 -0.03 0.02
C -0.338901 -1.802349 -2.105373 0.01 -0.14 -0.14
Se -1.661794 -1.544761 -0.795888 -0.19 -0.07 -0.07
N 0.741920 -2.598963 -2.002563 0.06 0.13 0.03
C 1.202077 -3.307698 -0.811134 -0.01 -0.05 -0.03
C 1.067593 -4.818534 -0.951658 -0.01 0.02 -0.01
C -0.379994 -5.305352 -0.952848 0.01 -0.02 0.03
C -1.034555 -5.209320 0.421074 0.00 0.00 -0.01
C 1.508980 -2.475512 -3.150685 -0.01 0.01 -0.05
C 2.741557 -3.009327 -3.496833 -0.01 0.01 0.01
C 3.248918 -2.658206 -4.734681 0.02 -0.02 0.02
C 2.555340 -1.800945 -5.595393 -0.02 0.02 -0.02
C 1.332194 -1.257972 -5.243117 0.01 -0.01 0.02
C 0.827475 -1.611625 -3.999241 0.01 -0.04 -0.01
H -3.090570 -4.296339 -4.194490 0.00 0.00 0.01
H -1.758189 -3.478341 -3.403354 0.01 0.00 -0.01
H -1.720186 -3.728937 -5.148251 -0.01 -0.01 -0.01
H -3.613113 -1.856425 -3.621948 0.00 -0.01 0.00
H -3.847981 -2.300735 -5.300334 0.00 0.01 0.00
H -2.790247 -0.212773 -5.412591 -0.01 -0.01 -0.01
H -1.526593 -1.364209 -5.794730 0.00 0.01 0.00
H -1.964904 -0.028055 -3.063046 -0.01 -0.04 0.00
H -0.829062 0.527006 -4.282046 0.00 -0.01 0.00
H 0.627136 -2.932196 0.031049 -0.02 0.00 -0.04
H 2.237104 -3.000002 -0.662085 0.00 -0.01 0.04
H 1.599208 -5.273251 -0.110618 0.02 0.00 -0.01
H 1.581534 -5.144770 -1.860143 -0.02 -0.01 -0.01
H -0.404604 -6.342541 -1.296105 0.00 0.00 -0.01
H -0.958630 -4.730424 -1.682472 -0.01 0.01 0.01
H -0.489750 -5.813619 1.149909 0.00 0.00 0.00
H -2.063999 -5.568453 0.391462 0.00 0.00 0.00
H -1.059334 -4.180796 0.783495 0.00 0.01 0.01
H 3.291119 -3.650762 -2.822861 0.00 -0.01 0.00
H 4.210343 -3.047497 -5.041209 0.00 0.00 0.00
H 2.989664 -1.550606 -6.553944 0.00 0.00 0.00
H 0.802941 -0.583723 -5.902200 0.00 0.00 0.00
C -2.299176 3.195406 -3.300105 -0.04 -0.01 0.01
N -0.957513 3.497516 -2.850055 0.10 0.01 0.02
C -0.262133 2.689671 -2.002292 -0.28 -0.06 -0.06
N 0.968557 3.103680 -1.633481 0.15 0.14 0.16
O -0.753532 1.614382 -1.627428 0.14 -0.09 -0.11
H -2.355318 3.202802 -4.389491 0.01 0.00 0.00
H -3.023369 3.908743 -2.903680 0.00 0.00 0.00
H -2.559791 2.204697 -2.939088 0.00 0.02 0.01
H -0.531192 4.355564 -3.150879 0.01 -0.01 0.00
H 1.209879 4.074320 -1.733428 0.00 -0.01 -0.03
H 1.401355 2.581899 -0.865282 -0.07 -0.04 -0.10
Cl 5.462357 0.129564 0.218999 0.03 -0.03 0.00
C 4.129907 1.251620 -0.140502 -0.03 0.04 0.02
C 2.799268 0.527084 -0.337863 -0.16 0.04 0.02
O 1.797420 1.168310 0.172534 0.18 -0.09 -0.10
O 2.758431 -0.528200 -0.954847 -0.10 0.08 0.01
H 4.384511 1.766007 -1.066336 -0.01 0.02 0.01
H 4.062895 1.964969 0.674100 0.00 -0.02 0.00
C 0.687561 -2.092634 4.048552 -0.02 0.00 0.02
C 1.724399 -2.027874 3.130901 0.05 -0.01 -0.03
C 1.535034 -1.433834 1.887655 -0.05 0.07 0.07
C 0.296666 -0.897227 1.548323 -0.15 0.04 -0.10
C -0.747420 -0.973736 2.471044 0.09 -0.03 0.02
C -0.548482 -1.558838 3.715227 -0.04 -0.01 0.03
H 0.840068 -2.555835 5.015074 0.00 0.00 0.00
H 2.695572 -2.438135 3.382104 0.00 0.00 -0.01
H 2.356686 -1.390951 1.186714 0.01 -0.03 0.02
H -1.724122 -0.574621 2.224561 0.00 -0.01 0.00
H -1.367796 -1.605768 4.422732 0.00 0.00 0.00
```
Forces are in eV/Å.

Results
**Net charge**: 0
**LUMO level**: 0.341 eV
**Strongest force on any atom**: 0.566 eV Å⁻¹
**HOMO-LUMO gap**: 0.3022 Eh
**Multiplicity**: 1
**M**: 660.41 g mol⁻¹